Record 1
Density functional theory data (wB97M-V/def2-TZVPD) for C35H33AuGeN2S2 as an isolated structure.

Structure (XYZ):
```
74
Properties=species:S:1:pos:R:3:lowdin_charge:R:1
Au -1.37 -0.36 0.96 0.46
C 1.12 -0.66 -1.06 -0.12
N 1.71 0.12 0.02 -0.15
C 1.87 1.51 -0.32 -0.21
C 0.57 2.31 -0.42 -0.19
N -0.16 2.44 0.83 -0.18
C 0.64 2.66 2.01 -0.08
C -1.36 3.17 0.71 -0.28
C -1.45 4.45 1.26 -0.06
C -2.60 5.22 1.18 -0.14
C -3.70 4.70 0.51 -0.14
C -3.63 3.43 -0.03 -0.16
C -2.50 2.61 0.06 -0.63
S -2.59 0.98 -0.60 0.41
C 2.77 -0.53 0.69 -0.25
C 4.06 0.01 0.66 -0.05
C 5.14 -0.63 1.26 -0.13
C 4.95 -1.85 1.88 -0.14
C 3.67 -2.38 1.94 -0.15
C 2.56 -1.75 1.38 -0.45
S 0.98 -2.59 1.67 0.66
H 1.81 -0.73 -1.92 0.08
H 0.19 -0.20 -1.38 0.04
H 0.89 -1.66 -0.70 0.03
H 2.39 1.64 -1.29 0.12
H 2.50 1.98 0.44 0.09
H -0.10 1.88 -1.16 0.07
H 0.87 3.32 -0.78 0.12
H 1.33 3.53 1.92 0.09
H 1.23 1.77 2.21 0.07
H -0.01 2.83 2.86 0.07
H -0.58 4.85 1.78 0.10
H -2.63 6.20 1.63 0.08
H -4.62 5.27 0.43 0.08
H -4.50 3.00 -0.52 0.08
H 4.24 0.94 0.13 0.09
H 6.13 -0.17 1.22 0.08
H 5.78 -2.36 2.36 0.08
H 3.49 -3.30 2.49 0.08
C -0.25 -1.49 2.21 -0.98
Ge -0.21 -1.12 4.04 0.79
C -1.26 -2.36 5.22 -0.26
C -1.66 -3.59 4.70 -0.11
C -2.36 -4.51 5.48 -0.11
C -2.69 -4.20 6.79 -0.14
C -2.31 -2.97 7.32 -0.12
C -1.61 -2.07 6.54 -0.12
C 1.58 -1.18 4.93 -0.26
C 1.90 -2.03 5.99 -0.10
C 3.17 -2.04 6.55 -0.12
C 4.16 -1.20 6.07 -0.13
C 3.87 -0.35 5.01 -0.11
C 2.60 -0.35 4.45 -0.12
C -0.90 0.68 4.55 -0.27
C -2.05 1.19 3.94 -0.12
C -2.48 2.49 4.18 -0.11
C -1.78 3.30 5.07 -0.13
C -0.65 2.80 5.71 -0.12
C -0.22 1.51 5.44 -0.13
H -1.42 -3.81 3.67 0.08
H -2.66 -5.46 5.06 0.09
H -3.24 -4.91 7.40 0.08
H -2.58 -2.72 8.35 0.08
H -1.32 -1.11 6.97 0.09
H 1.14 -2.70 6.38 0.09
H 3.39 -2.72 7.37 0.08
H 5.15 -1.21 6.50 0.08
H 4.63 0.30 4.60 0.09
H 2.39 0.30 3.60 0.09
H -2.59 0.59 3.22 0.07
H -3.34 2.88 3.66 0.10
H -2.10 4.32 5.25 0.09
H -0.10 3.43 6.39 0.08
H 0.68 1.14 5.93 0.09
```

As for the spin multiplicity: 1. Its charge is -2. As for the electronic energy: -4472.00185 a.u. The HOMO energy comes out at 0.0041 hartree. As for the HOMO-LUMO gap: 0.17036 Ha.

---

Record 2
Density functional theory data (wB97M-V/def2-TZVPD) for one molecule with the formula C19H22N2O4.

Structure (XYZ):
```
47
Properties=species:S:1:pos:R:3:lowdin_charge:R:1
C 0.41 3.70 4.11 -0.08
O 1.29 3.10 3.19 -0.07
C 0.91 2.85 1.90 -0.20
C 1.91 2.28 1.12 0.01
C 1.71 1.96 -0.20 -0.04
C 0.48 2.20 -0.80 -0.18
C 0.29 1.78 -2.24 -0.31
C -1.01 2.24 -2.89 -0.04
N 0.38 0.33 -2.31 0.11
C 1.44 -0.31 -2.85 -0.55
O 2.28 0.22 -3.54 0.07
N 1.48 -1.69 -2.64 0.14
C 0.93 -2.46 -1.64 -0.24
C 0.73 -3.82 -1.88 -0.02
C 0.19 -4.65 -0.92 -0.03
C -0.17 -4.13 0.33 -0.17
C -0.78 -4.95 1.41 -0.41
C -0.88 -6.44 1.18 -0.02
O -1.17 -4.44 2.44 0.08
C 0.06 -2.78 0.58 0.00
C 0.60 -1.95 -0.38 -0.01
C -0.53 2.76 -0.03 0.03
C -0.34 3.10 1.31 -0.18
O -1.33 3.67 2.07 -0.12
C -2.57 3.96 1.48 -0.08
H -0.47 3.10 4.29 0.09
H 0.99 3.78 5.03 0.09
H 0.11 4.70 3.79 0.09
H 2.86 2.10 1.60 0.12
H 2.51 1.53 -0.78 0.12
H 1.14 2.15 -2.83 0.15
H -1.09 3.32 -2.85 0.08
H -1.02 1.93 -3.94 0.08
H -1.87 1.79 -2.40 0.08
H -0.30 -0.20 -1.79 0.14
H 2.07 -2.17 -3.31 0.15
H 1.01 -4.23 -2.84 0.11
H 0.04 -5.69 -1.15 0.11
H -1.53 -6.64 0.33 0.09
H -1.28 -6.91 2.06 0.08
H 0.11 -6.85 0.96 0.09
H -0.19 -2.39 1.56 0.12
H 0.82 -0.92 -0.13 0.11
H -1.49 2.95 -0.48 0.09
H -2.47 4.66 0.65 0.10
H -3.08 3.05 1.14 0.10
H -3.16 4.42 2.27 0.10
```

The SMILES is COc1ccc([C@H](C)NC(=O)Nc2ccc(C(C)=O)cc2)cc1OC. As for the spin multiplicity: 1. As for the electronic energy: -1147.69717 a.u. The HOMO energy comes out at -0.2956 hartree. As for the HOMO-LUMO gap: 0.30755 Ha. For the energy relative to the best compared isomer or geometry (same formula, charge and spin), the calculation gives 174.2 kJ/mol.

---

Record 3
Density functional theory data (wB97M-V/def2-TZVPD) for a 19-piece molecular cluster, C30H98O19 overall.

Structure (XYZ):
```
147
Properties=species:S:1:pos:R:3:lowdin_charge:R:1
O 0.17 -4.17 2.94 -0.07
H 0.29 -3.57 3.69 -0.01
H -0.80 -4.30 2.89 0.01
O 0.16 -3.86 -0.21 -0.07
H 0.79 -4.42 0.25 0.07
H 0.04 -3.08 0.38 0.03
O -4.52 -0.19 -0.40 -0.05
H -4.56 0.42 0.35 0.06
H -5.33 -0.72 -0.35 0.06
O 0.79 -3.26 -2.90 -0.07
H 0.51 -3.98 -3.47 0.06
H 0.41 -3.47 -2.01 0.01
O -2.18 3.33 3.38 -0.07
H -2.37 2.48 3.82 -0.01
H -1.67 3.83 4.02 0.03
O -0.70 -1.75 4.50 -0.07
H -1.33 -2.01 5.18 0.06
H -0.40 -0.84 4.76 0.01
O -3.12 0.77 4.41 -0.05
H -3.77 0.39 5.01 0.06
H -2.34 0.19 4.47 0.01
O -2.24 -4.61 -1.66 -0.08
H -1.49 -4.37 -1.08 -0.02
H -2.83 -3.84 -1.68 0.00
O -0.05 0.79 5.34 -0.07
H -0.14 1.41 6.08 0.07
H 0.93 0.74 5.21 0.03
C -1.57 6.97 -0.76 -0.05
C -0.53 6.39 -1.71 -0.49
C -0.38 4.89 -1.50 -0.07
O -0.84 6.68 -3.06 -0.06
H -1.50 6.47 0.21 0.08
H -2.57 6.72 -1.12 0.07
H -1.52 8.05 -0.66 0.08
H 0.45 6.81 -1.47 0.13
H 0.25 4.37 -2.22 0.07
H -1.36 4.39 -1.52 0.07
H -0.08 4.65 -0.47 0.08
H -1.48 6.01 -3.34 0.04
C 2.86 1.66 -1.28 -0.05
C 3.42 2.17 -2.60 -0.52
C 4.37 3.32 -2.35 -0.06
O 4.14 1.14 -3.25 -0.06
H 3.71 1.36 -0.68 0.07
H 2.31 0.73 -1.45 0.05
H 2.25 2.44 -0.84 0.07
H 2.62 2.53 -3.26 0.12
H 4.78 3.66 -3.30 0.08
H 5.24 3.08 -1.74 0.08
H 3.77 4.13 -1.92 0.08
H 3.57 0.34 -3.35 0.05
C 1.30 -1.58 -5.84 -0.06
C 1.91 -0.47 -4.98 -0.44
C 0.81 0.53 -4.57 -0.04
O 2.51 -1.09 -3.82 -0.09
H 0.52 -2.14 -5.30 0.06
H 2.11 -2.27 -6.11 0.09
H 0.84 -1.23 -6.77 0.08
H 2.65 0.08 -5.56 0.14
H -0.17 0.05 -4.51 0.06
H 0.74 1.37 -5.26 0.08
H 1.05 0.91 -3.57 0.05
H 1.97 -1.86 -3.58 0.05
C 5.20 -1.57 -0.73 -0.05
C 4.86 -3.03 -0.50 -0.47
C 3.56 -3.38 -1.20 -0.07
O 5.89 -3.86 -1.12 -0.07
H 6.15 -1.29 -0.26 0.08
H 4.43 -0.95 -0.26 0.07
H 5.25 -1.40 -1.80 0.09
H 4.79 -3.34 0.56 0.13
H 3.33 -4.44 -1.05 0.08
H 3.60 -3.19 -2.28 0.07
H 2.78 -2.71 -0.83 0.07
H 6.70 -3.77 -0.60 0.08
C -0.78 0.83 1.39 -0.03
C -0.97 -0.52 0.71 -0.44
C -0.58 -0.57 -0.75 -0.03
O -0.13 -1.51 1.36 -0.09
H 0.07 1.38 0.99 0.08
H -0.71 0.75 2.48 0.06
H -1.67 1.46 1.28 0.08
H -2.03 -0.79 0.81 0.10
H -0.82 0.41 -1.19 0.08
H -1.11 -1.33 -1.33 0.07
H 0.51 -0.58 -0.86 0.08
H -0.31 -1.62 2.31 0.05
C 2.52 -2.05 6.54 -0.04
C 2.76 -2.68 5.17 -0.45
C 2.85 -1.68 4.04 -0.04
O 4.02 -3.42 5.27 -0.07
H 3.40 -1.91 7.16 0.08
H 1.78 -2.60 7.12 0.08
H 2.04 -1.07 6.38 0.05
H 2.01 -3.46 5.00 0.12
H 3.71 -1.03 4.15 0.07
H 1.92 -1.11 3.95 0.06
H 2.85 -2.22 3.08 0.08
H 4.12 -3.93 4.45 0.08
C 4.58 1.92 3.94 -0.05
C 3.33 2.37 4.67 -0.47
C 2.26 2.94 3.80 -0.05
O 2.78 1.27 5.42 -0.09
H 5.20 1.23 4.52 0.08
H 5.20 2.79 3.70 0.09
H 4.37 1.41 3.00 0.08
H 3.59 3.15 5.39 0.14
H 1.86 2.19 3.11 0.08
H 2.68 3.70 3.13 0.09
H 1.45 3.36 4.38 0.08
H 3.26 1.14 6.24 0.10
C -4.94 -4.52 3.09 -0.06
C -3.52 -4.32 2.56 -0.43
C -3.30 -2.91 2.02 -0.05
O -2.58 -4.57 3.62 -0.07
H -5.19 -3.66 3.73 0.08
H -5.06 -5.44 3.65 0.08
H -5.63 -4.58 2.25 0.08
H -3.30 -5.04 1.76 0.14
H -4.23 -2.44 1.69 0.07
H -2.61 -2.96 1.18 0.07
H -2.92 -2.15 2.72 0.07
H -2.66 -3.91 4.31 0.08
C -5.65 -1.14 -3.73 -0.05
C -4.25 -1.68 -3.68 -0.45
C -3.16 -0.69 -4.11 -0.06
O -3.91 -2.18 -2.35 -0.09
H -6.38 -1.94 -3.60 0.08
H -5.89 -0.83 -4.76 0.08
H -5.77 -0.27 -3.10 0.08
H -4.05 -2.55 -4.31 0.14
H -2.97 0.08 -3.36 0.06
H -3.40 -0.22 -5.07 0.08
H -2.18 -1.16 -4.20 0.07
H -4.07 -1.44 -1.73 0.03
C -2.02 3.57 -4.90 -0.05
C -3.39 3.90 -4.30 -0.44
C -3.90 2.74 -3.49 -0.06
O -3.19 5.03 -3.41 -0.08
H -2.15 2.87 -5.72 0.08
H -1.36 3.05 -4.20 0.07
H -1.58 4.50 -5.25 0.08
H -4.00 4.25 -5.13 0.14
H -3.12 2.44 -2.79 0.08
H -4.22 1.89 -4.09 0.06
H -4.79 3.01 -2.91 0.09
H -3.63 4.85 -2.57 0.08
```

As for the spin multiplicity: 1. As for the electronic energy: -2631.35928 a.u. The HOMO energy comes out at -0.3445 hartree. As for the HOMO-LUMO gap: 0.32553 Ha. For the energy relative to the best compared isomer or geometry (same formula, charge and spin), the calculation gives 147.3 kJ/mol.

---

Record 4
Density functional theory data (wB97M-V/def2-TZVPD) for one molecule with the formula C5H11N.

Structure (XYZ):
```
17
Properties=species:S:1:pos:R:3:lowdin_charge:R:1
C 2.49 0.81 0.44 -0.01
C 1.24 0.31 0.73 -0.42
N 0.80 -0.41 1.85 0.04
C 0.21 0.47 -0.47 -0.14
C -1.02 -0.61 -0.36 -0.26
C -2.22 -0.33 -1.28 -0.15
H 2.67 1.15 -0.61 0.05
H 3.38 0.70 1.07 0.04
H 1.47 -0.53 2.62 0.09
H -0.06 -0.22 2.44 0.11
H 0.84 0.24 -1.49 0.15
H -0.03 1.53 -0.56 0.09
H -1.58 -0.62 0.72 0.13
H -0.79 -1.69 -0.58 0.11
H -1.96 -0.11 -2.34 0.08
H -2.64 0.56 -0.95 0.04
H -2.80 -1.22 -1.24 0.05
```

The SMILES is C=C(N)CCC. As for the spin multiplicity: 1. As for the electronic energy: -251.78801 a.u. The HOMO energy comes out at -0.2998 hartree. As for the HOMO-LUMO gap: 0.33809 Ha. For the energy relative to the best compared isomer or geometry (same formula, charge and spin), the calculation gives 195.7 kJ/mol.

---

Record 5
Density functional theory data (wB97M-V/def2-TZVPD) for an isolated ion of composition C5H8NO and charge +1.

Structure (XYZ):
```
15
Properties=species:S:1:pos:R:3:lowdin_charge:R:1
O 0.23 -2.85 1.46 0.31
N 0.60 -1.85 0.97 -0.06
C 1.72 -1.09 0.58 0.12
C 0.29 -0.65 0.37 -0.25
C -0.59 -0.47 -0.91 -0.06
C -1.05 0.86 -0.45 -0.17
C -0.38 0.64 0.90 -0.03
H 2.42 -1.71 -0.06 0.19
H 2.17 -0.57 1.33 0.12
H -1.37 -1.19 -1.17 0.14
H 0.19 -0.29 -1.65 0.13
H -0.66 1.58 -1.24 0.15
H -2.15 1.05 -0.25 0.14
H 0.06 1.47 1.38 0.13
H -1.19 0.27 1.45 0.12
```

The SMILES is O=[N+]1CC12CCC2. As for the spin multiplicity: 1. Its charge is +1. As for the electronic energy: -324.82601 a.u. The HOMO energy comes out at -0.5832 hartree. As for the HOMO-LUMO gap: 0.32703 Ha. For the energy relative to the best compared isomer or geometry (same formula, charge and spin), the calculation gives 559.1 kJ/mol.

---

Record 6
Density functional theory data (wB97M-V/def2-TZVPD) for a 2-piece molecular cluster, C4H14N2O overall.

Structure (XYZ):
```
21
Properties=species:S:1:pos:R:3:lowdin_charge:R:1
C -0.40 -1.82 -1.72 -0.11
C 0.83 -0.95 -1.49 -0.25
C 1.31 -1.03 -0.05 -0.26
N 0.48 -0.18 0.83 -0.07
C 0.94 1.19 0.97 -0.34
N -0.02 2.22 0.69 0.01
H -0.10 -2.84 -1.97 0.07
H -0.96 -1.95 -0.79 0.06
H -1.07 -1.47 -2.51 0.06
H 0.71 0.09 -1.78 0.10
H 1.64 -1.34 -2.12 0.10
H 1.32 -2.04 0.36 0.11
H 2.35 -0.72 0.05 0.10
H 0.37 -0.62 1.73 0.09
H 1.79 1.35 0.30 0.11
H 1.31 1.37 1.98 0.11
H -0.27 2.41 -0.27 0.06
H -0.88 2.04 1.20 0.02
O -2.88 1.75 1.47 -0.06
H -2.90 0.93 0.96 0.04
H -3.55 1.58 2.15 0.04
```

The SMILES is CCCNCN.O. As for the spin multiplicity: 1. As for the electronic energy: -345.53049 a.u. The HOMO energy comes out at -0.3186 hartree. As for the HOMO-LUMO gap: 0.34823 Ha. For the energy relative to the best compared isomer or geometry (same formula, charge and spin), the calculation gives 120.0 kJ/mol.